1.
Entry from the Open Molecules 2025 dataset: the molecule C13H17FN2O2 (ωB97M-V/def2-TZVPD).

The lowest unoccupied orbital energy is 0.9 eV. The value obtained for the max |F| is 0.65 eV Å⁻¹. As for the energy relative to the best compared isomer or geometry (same formula, charge and spin): 73.5 kcal/mol. The structure (SMILES) is ON1[C@@H](c2ccccc2F)N(O)[C@H]2CCCC[C@H]21. The calculated total energy is -23546.7882 eV.

Each line ends with the natural charge from an NBO analysis.
Geometry (Å):
1 O 0.993 -0.529 -2.534  -0.588
2 H 1.130 -1.475 -2.678  0.476
3 N 0.639 -0.402 -1.158  -0.159
4 C 1.606 0.440 -0.438  -0.070
5 C 2.255 -0.369 0.681  -0.409
6 C 3.245 0.492 1.472  -0.403
7 C 2.746 1.935 1.636  -0.401
8 C 1.226 2.003 1.538  -0.409
9 C 0.796 1.617 0.124  -0.082
10 N -0.572 1.102 0.116  -0.156
11 C -0.673 0.235 -1.052  0.053
12 C -1.754 -0.800 -0.874  -0.123
13 C -2.722 -0.995 -1.850  -0.124
14 C -3.710 -1.952 -1.699  -0.249
15 C -3.748 -2.737 -0.559  -0.193
16 C -2.796 -2.561 0.429  -0.282
17 C -1.815 -1.601 0.261  0.418
18 F -0.905 -1.455 1.244  -0.323
19 H -2.801 -3.157 1.328  0.227
20 H -4.517 -3.484 -0.437  0.216
21 H -4.451 -2.085 -2.472  0.214
22 H -2.695 -0.383 -2.740  0.208
23 H -0.883 0.826 -1.963  0.187
24 O -1.520 2.161 0.017  -0.586
25 H -2.044 2.111 0.827  0.477
26 H 0.873 2.486 -0.547  0.193
27 H 0.773 1.311 2.248  0.210
28 H 0.872 3.009 1.769  0.215
29 H 3.077 2.337 2.595  0.212
30 H 3.170 2.568 0.852  0.194
31 H 3.395 0.036 2.452  0.206
32 H 4.212 0.502 0.965  0.201
33 H 1.463 -0.738 1.330  0.218
34 H 2.765 -1.233 0.256  0.214
35 H 2.370 0.785 -1.142  0.216



2.
Entry from the Open Molecules 2025 dataset: the molecule C6H11BrFN at a distorted geometry (ωB97M-V/def2-TZVPD).

The lowest unoccupied orbital energy is 0.2 eV. The value obtained for the max |F| is 6.06 eV Å⁻¹. As for the energy relative to the best compared isomer or geometry (same formula, charge and spin): 11.8 kcal/mol. The structure (SMILES) is FN(Br)C1CCCCC1. The calculated total energy is -80646.7528 eV.

Each line ends with the natural charge from an NBO analysis.
Geometry (Å):
1 C 1.828 -0.258 0.271  -0.411
2 C 1.408 0.635 -0.823  -0.408
3 C 0.690 -1.308 0.428  -0.393
4 C -0.036 1.172 -0.625  -0.406
5 C -0.681 -0.732 0.719  -0.412
6 C -1.112 0.157 -0.325  -0.157
7 N -2.355 0.814 -0.090  -0.049
8 F -2.306 1.204 1.313  -0.274
9 Br -3.748 -0.450 -0.248  0.171
10 H 2.858 -0.695 0.118  0.224
11 H 1.707 0.314 1.214  0.197
12 H 2.145 1.370 -1.061  0.223
13 H 1.565 0.152 -1.875  0.192
14 H 0.581 -1.881 -0.556  0.185
15 H 0.896 -1.960 1.305  0.216
16 H 0.099 1.987 0.100  0.221
17 H -0.507 1.572 -1.548  0.221
18 H -1.388 -1.485 1.088  0.235
19 H -0.487 -0.165 1.812  0.199
20 H -1.158 -0.443 -1.218  0.225



3.
Entry from the Open Molecules 2025 dataset: the molecule C21H25N7OS at a distorted geometry (ωB97M-V/def2-TZVPD).

The lowest unoccupied orbital energy is 0.2 eV. The value obtained for the max |F| is 1.87 eV Å⁻¹. As for the energy relative to the best compared isomer or geometry (same formula, charge and spin): 0.0 kcal/mol. The structure (SMILES) is Cc1cccc(-n2nnnc2SCC(=O)Nc2ccc(N3CCN(C)CC3)cc2)c1. The calculated total energy is -45495.5807 eV.

Each line ends with the natural charge from an NBO analysis.
Geometry (Å):
1 C 2.283 -3.954 -0.647  -0.634
2 C 1.717 -2.799 0.116  0.018
3 C 2.569 -1.793 0.553  -0.253
4 C 2.057 -0.683 1.205  0.200
5 C 0.694 -0.582 1.472  -0.240
6 C -0.143 -1.600 1.066  -0.184
7 C 0.359 -2.694 0.380  -0.212
8 H -0.312 -3.473 0.047  0.210
9 H -1.200 -1.537 1.278  0.210
10 H 0.318 0.291 1.980  0.246
11 N 2.868 0.403 1.576  -0.219
12 C 4.132 0.791 1.223  0.145
13 N 4.341 1.990 1.719  -0.303
14 N 3.241 2.326 2.368  -0.064
15 N 2.368 1.411 2.297  -0.053
16 S 5.319 -0.071 0.265  0.290
17 C 5.080 0.835 -1.315  -0.592
18 H 5.760 0.354 -2.015  0.258
19 H 5.348 1.879 -1.161  0.233
20 C 3.633 0.606 -1.729  0.658
21 O 3.296 -0.379 -2.349  -0.611
22 N 2.798 1.561 -1.249  -0.625
23 C 1.393 1.538 -1.182  0.165
24 C 0.761 2.549 -0.463  -0.228
25 C -0.607 2.556 -0.313  -0.271
26 C -1.408 1.547 -0.866  0.249
27 C -0.754 0.546 -1.594  -0.286
28 C 0.617 0.540 -1.754  -0.231
29 H 1.088 -0.251 -2.312  0.254
30 H -1.309 -0.261 -2.043  0.212
31 N -2.786 1.617 -0.752  -0.452
32 C -3.641 0.669 -1.430  -0.221
33 H -3.222 0.409 -2.402  0.212
34 C -3.885 -0.580 -0.579  -0.240
35 N -4.494 -0.181 0.677  -0.440
36 C -4.834 -1.319 1.501  -0.403
37 H -5.513 -1.967 0.949  0.201
38 H -5.338 -0.970 2.400  0.202
39 H -3.952 -1.910 1.800  0.161
40 C -3.642 0.762 1.377  -0.235
41 C -3.398 1.998 0.504  -0.213
42 H -2.772 2.703 1.046  0.210
43 H -4.358 2.474 0.283  0.201
44 H -4.143 1.060 2.301  0.205
45 H -2.665 0.314 1.641  0.160
46 H -4.571 -1.253 -1.098  0.204
47 H -2.929 -1.111 -0.418  0.164
48 H -4.603 1.165 -1.595  0.205
49 H -1.056 3.372 0.230  0.214
50 H 1.348 3.338 -0.012  0.214
51 H 3.214 2.369 -0.803  0.405
52 H 3.625 -1.886 0.363  0.235
53 H 3.087 -4.427 -0.085  0.220
54 H 2.701 -3.595 -1.586  0.234
55 H 1.519 -4.696 -0.863  0.214



4.
Entry from the Open Molecules 2025 dataset: a structure of composition C20H21BrN13O2RuS at a distorted geometry (ωB97M-V/def2-TZVPD).

The lowest unoccupied orbital energy (spin up / spin down) is -3.6 / -5.9 eV. The spin multiplicity is 5. As for the total charge: +1. The value obtained for the max |F| is 2.44 eV Å⁻¹. As for the energy relative to the best compared isomer or geometry (same formula, charge and spin): 0.1 kcal/mol. The calculated total energy is -127995.6622 eV.

Each line ends with the Löwdin spin population.
Geometry (Å):
1 Ru 1.322 -0.089 0.790  2.315
2 O -1.745 -4.569 -0.137  0.000
3 C -2.084 -3.641 -1.048  0.001
4 C -2.900 -4.081 -2.096  0.000
5 C -3.339 -3.210 -3.068  0.001
6 C -2.947 -1.877 -3.038  0.000
7 C -2.118 -1.439 -2.025  0.002
8 C -1.692 -2.297 -1.012  0.003
9 C -0.735 -1.734 0.025  0.024
10 O 0.367 -1.218 -0.593  0.258
11 N -1.400 -0.672 0.826  0.018
12 N -0.635 0.411 0.995  0.013
13 C -1.151 1.594 1.131  -0.001
14 C -0.398 2.795 1.106  0.003
15 Br 1.439 2.591 0.419  0.139
16 C -0.792 4.077 1.317  0.008
17 C -2.057 4.617 1.731  0.001
18 C -3.084 3.895 2.357  0.001
19 C -4.291 4.500 2.651  0.000
20 C -4.494 5.843 2.357  0.001
21 C -3.472 6.588 1.781  0.000
22 C -2.270 5.986 1.476  0.001
23 H -1.128 -4.237 0.526  0.000
24 H -3.166 -5.126 -2.101  0.000
25 H -3.983 -3.574 -3.854  0.000
26 H -3.285 -1.195 -3.802  0.000
27 H -1.777 -0.413 -2.010  0.000
28 H -0.413 -2.515 0.754  0.007
29 H -2.393 -0.520 0.648  0.001
30 H -2.232 1.699 1.182  -0.001
31 H -0.053 4.833 1.085  0.002
32 H -2.920 2.877 2.673  0.000
33 H -5.076 3.920 3.114  0.000
34 H -5.441 6.306 2.590  0.000
35 H -3.612 7.638 1.568  0.000
36 H -1.486 6.567 1.014  0.000
37 N 4.265 -0.719 2.549  0.057
38 C 3.176 -0.289 3.239  0.030
39 N 3.065 -0.161 4.555  0.011
40 N 1.861 0.289 4.767  0.040
41 N 1.212 0.449 3.676  0.001
42 N 2.000 0.112 2.663  0.066
43 C 4.272 -0.788 1.194  0.036
44 N 5.293 -1.057 0.390  0.001
45 N 4.816 -0.981 -0.824  0.055
46 N 3.562 -0.693 -0.820  -0.014
47 N 3.163 -0.570 0.435  0.055
48 H 5.106 -0.933 3.066  0.001
49 C 4.108 -2.787 -4.076  0.004
50 N 3.587 -3.241 -2.803  0.027
51 C 2.469 -2.792 -2.258  0.075
52 N 1.670 -1.942 -2.892  0.013
53 S 1.969 -3.386 -0.735  0.730
54 H 4.906 -3.460 -4.379  0.000
55 H 4.509 -1.774 -3.993  0.001
56 H 3.325 -2.807 -4.836  0.000
57 H 4.186 -3.840 -2.252  0.008
58 H 2.015 -1.390 -3.662  0.001
59 H 0.905 -1.566 -2.334  0.001